No. 1
Formula: C63H70BiCl2N5O4STe
Source: the OMol25 dataset
Level of theory: ωB97M-V/def2-TZVPD

Values from the calculation:
- maximum force (eV/A) = 0.75
- E_HOMO (eV) = -6.664
- relative energy (zero: lowest compared OMol25 entry of this formula, charge and spin) (kJ/mol) = 120.1
- LUMO energy (eV) = -1.419

Atoms and positions in Å:
Bi (0.93, -0.44, 0.13)
C (-2.33, 3.09, 5.26)
C (-1.52, 4.15, 4.49)
C (-2.49, 5.04, 3.70)
C (-0.79, 5.02, 5.51)
C (-0.56, 3.46, 3.53)
C (-1.09, 2.63, 2.54)
C (-0.26, 1.97, 1.64)
N (-0.69, 1.05, 0.66)
C (-1.98, 0.47, 0.74)
C (-3.15, 1.22, 0.88)
C (-4.39, 0.60, 1.02)
C (-4.40, -0.79, 1.00)
C (-3.28, -1.59, 0.82)
C (-2.04, -0.94, 0.62)
O (-0.92, -1.59, 0.40)
C (-3.44, -3.11, 0.95)
C (-3.76, -3.42, 2.42)
C (-4.61, -3.59, 0.08)
C (-2.20, -3.91, 0.57)
C (-5.70, 1.36, 1.22)
C (-6.32, 0.94, 2.56)
C (-6.67, 1.03, 0.08)
C (-5.49, 2.87, 1.25)
C (1.15, 2.13, 1.72)
O (1.88, 1.48, 0.82)
C (1.70, 2.90, 2.76)
C (0.82, 3.57, 3.61)
C (3.20, 2.91, 3.03)
C (4.00, 3.35, 1.79)
C (3.58, 3.84, 4.18)
C (3.63, 1.49, 3.42)
H (-3.07, 3.57, 5.90)
H (-2.85, 2.42, 4.58)
H (-1.67, 2.49, 5.88)
H (-3.19, 5.54, 4.37)
H (-1.94, 5.80, 3.14)
H (-3.07, 4.46, 2.99)
H (-1.51, 5.49, 6.18)
H (-0.10, 4.44, 6.12)
H (-0.22, 5.82, 5.02)
H (-2.15, 2.45, 2.51)
H (-3.08, 2.30, 0.90)
H (-5.34, -1.29, 1.17)
H (-4.67, -2.92, 2.76)
H (-3.90, -4.49, 2.56)
H (-2.95, -3.10, 3.07)
H (-5.57, -3.21, 0.41)
H (-4.47, -3.29, -0.96)
H (-4.67, -4.68, 0.10)
H (-1.35, -3.66, 1.19)
H (-2.43, -4.97, 0.69)
H (-1.92, -3.74, -0.47)
H (-6.58, -0.12, 2.57)
H (-5.62, 1.11, 3.38)
H (-7.23, 1.51, 2.76)
H (-6.87, -0.04, 0.03)
H (-7.62, 1.55, 0.22)
H (-6.25, 1.34, -0.88)
H (-4.84, 3.18, 2.07)
H (-5.06, 3.23, 0.32)
H (-6.45, 3.37, 1.38)
H (1.24, 4.18, 4.40)
H (3.66, 4.33, 1.44)
H (5.06, 3.44, 2.04)
H (3.88, 2.63, 0.99)
H (3.30, 4.88, 3.98)
H (3.12, 3.54, 5.12)
H (4.66, 3.81, 4.32)
H (3.37, 0.77, 2.64)
H (4.71, 1.45, 3.59)
H (3.13, 1.18, 4.34)
Cl (-3.70, -6.00, -3.35)
C (-2.75, -4.56, -3.10)
C (-3.36, -3.32, -3.20)
C (-2.59, -2.20, -2.98)
Cl (-3.38, -0.62, -3.00)
C (-1.20, -2.21, -2.69)
O (-0.52, -1.14, -2.58)
C (-0.65, -3.51, -2.54)
C (0.74, -3.72, -2.09)
O (1.55, -2.87, -1.82)
C (-1.42, -4.65, -2.76)
H (-4.41, -3.24, -3.42)
H (1.01, -4.79, -1.99)
H (-0.96, -5.62, -2.63)
Te (-1.24, 1.06, -2.13)
C (-2.64, 2.68, -2.24)
C (-2.53, 3.77, -1.39)
C (-3.41, 4.84, -1.51)
C (-4.43, 4.80, -2.45)
C (-4.56, 3.70, -3.27)
C (-3.67, 2.64, -3.18)
C (-0.90, 1.38, -4.22)
C (-0.80, 2.69, -4.67)
C (-0.52, 2.94, -6.00)
C (-0.35, 1.89, -6.89)
C (-0.46, 0.59, -6.44)
C (-0.72, 0.32, -5.10)
H (-1.76, 3.81, -0.63)
H (-3.30, 5.70, -0.85)
H (-5.12, 5.63, -2.53)
H (-5.36, 3.66, -4.01)
H (-3.75, 1.82, -3.88)
H (-0.94, 3.53, -4.00)
H (-0.45, 3.97, -6.35)
H (-0.14, 2.09, -7.94)
H (-0.33, -0.24, -7.13)
H (-0.77, -0.69, -4.76)
C (0.33, -0.84, 5.90)
C (1.61, -1.32, 5.65)
C (2.07, -1.51, 4.36)
C (1.25, -1.22, 3.26)
C (-0.04, -0.76, 3.52)
C (-0.49, -0.56, 4.81)
N (1.73, -1.32, 1.96)
C (2.89, -2.07, 1.68)
C (3.93, -1.49, 0.96)
C (5.03, -2.25, 0.58)
C (5.13, -3.58, 0.94)
C (4.10, -4.16, 1.68)
C (2.99, -3.42, 2.04)
H (-0.02, -0.69, 6.91)
H (2.27, -1.54, 6.48)
H (3.08, -1.86, 4.20)
H (-0.71, -0.56, 2.69)
H (-1.49, -0.19, 4.97)
H (3.88, -0.43, 0.73)
H (5.83, -1.78, 0.01)
H (5.99, -4.16, 0.65)
H (4.16, -5.20, 1.96)
H (2.18, -3.88, 2.59)
C (5.14, 1.54, -2.74)
C (3.81, 1.46, -3.48)
C (2.69, 2.12, -2.75)
N (1.49, 1.66, -2.76)
N (0.63, 2.43, -2.00)
C (1.23, 3.38, -1.33)
N (0.66, 4.16, -0.37)
S (2.89, 3.53, -1.76)
H (5.90, 0.99, -3.28)
H (5.05, 1.11, -1.74)
H (5.48, 2.57, -2.63)
H (3.50, 0.42, -3.62)
H (3.89, 1.91, -4.47)
H (0.08, 3.63, 0.28)
H (1.31, 4.74, 0.14)

No. 2
Formula: C63H71BNO2S
Source: the OMol25 dataset
Level of theory: ωB97M-V/def2-TZVPD

Values from the calculation:
- maximum force (eV/A) = 1.15
- E_HOMO (eV) = -10.390
- LUMO energy (eV) = -3.417
- charge = +1

Atoms and positions in Å:
C (0.36, -2.65, 2.52)
C (0.21, -1.58, 1.45)
N (-0.51, -2.11, 0.24)
S (-0.74, -0.85, -1.00)
B (-1.84, -2.85, 0.56)
O (-1.74, -4.19, 0.48)
O (-3.00, -2.19, 0.78)
C (-3.13, -1.27, 1.89)
H (1.17, -2.40, 3.21)
H (-0.54, -2.79, 3.12)
H (0.60, -3.61, 2.04)
H (-0.25, -0.66, 1.81)
H (1.21, -1.30, 1.11)
H (0.10, -2.81, -0.19)
H (-2.09, -0.83, -1.05)
H (-2.18, -4.65, 1.20)
H (-3.00, -1.78, 2.84)
H (-2.46, -0.42, 1.79)
H (-4.15, -0.88, 1.86)
C (-6.09, 0.96, -0.60)
C (-6.62, 2.17, -1.04)
C (-5.78, 3.15, -1.55)
C (-4.41, 2.93, -1.62)
C (-3.88, 1.72, -1.18)
C (-4.72, 0.74, -0.67)
H (-6.75, 0.20, -0.21)
H (-7.68, 2.34, -1.00)
H (-6.19, 4.09, -1.89)
H (-3.75, 3.69, -2.02)
H (-2.82, 1.55, -1.23)
H (-4.32, -0.20, -0.32)
C (6.77, -1.06, 1.89)
C (6.31, 0.24, 1.72)
C (4.99, 0.55, 1.99)
C (4.12, -0.44, 2.44)
C (4.59, -1.74, 2.62)
C (5.91, -2.05, 2.34)
H (7.81, -1.30, 1.68)
H (6.99, 1.01, 1.38)
H (4.62, 1.56, 1.86)
H (3.09, -0.20, 2.68)
H (3.91, -2.51, 2.98)
H (6.27, -3.06, 2.48)
C (-10.19, 2.43, -3.00)
C (-10.69, 1.56, -2.04)
C (-12.06, 1.37, -1.92)
C (-12.93, 2.05, -2.75)
C (-12.43, 2.93, -3.71)
C (-11.06, 3.12, -3.83)
H (-9.12, 2.58, -3.10)
H (-10.01, 1.02, -1.40)
H (-12.44, 0.69, -1.17)
H (-14.00, 1.91, -2.65)
H (-13.11, 3.46, -4.36)
H (-10.68, 3.80, -4.58)
C (8.91, -2.58, -2.02)
C (10.25, -2.90, -2.15)
C (10.86, -3.74, -1.22)
C (10.13, -4.25, -0.17)
C (8.78, -3.93, -0.03)
C (8.18, -3.10, -0.96)
H (8.43, -1.93, -2.74)
H (10.83, -2.50, -2.98)
H (11.91, -3.98, -1.33)
H (10.61, -4.90, 0.56)
H (8.21, -4.34, 0.79)
H (7.13, -2.84, -0.85)
C (9.93, 4.81, 2.42)
C (8.66, 5.31, 2.16)
C (7.54, 4.57, 2.51)
C (7.68, 3.34, 3.13)
C (8.95, 2.84, 3.39)
C (10.07, 3.57, 3.03)
H (10.80, 5.38, 2.14)
H (8.55, 6.28, 1.69)
H (6.55, 4.97, 2.31)
H (6.80, 2.77, 3.41)
H (9.06, 1.88, 3.88)
H (11.06, 3.18, 3.23)
C (-1.73, -5.86, -4.92)
C (-1.66, -4.85, -3.97)
C (-1.80, -5.16, -2.62)
C (-2.00, -6.47, -2.22)
C (-2.07, -7.48, -3.17)
C (-1.94, -7.17, -4.52)
H (-1.63, -5.62, -5.97)
H (-1.50, -3.83, -4.28)
H (-1.75, -4.37, -1.88)
H (-2.11, -6.71, -1.17)
H (-2.23, -8.50, -2.86)
H (-2.00, -7.96, -5.26)
C (10.23, 0.44, -4.24)
C (11.06, 1.50, -4.58)
C (11.56, 1.61, -5.87)
C (11.24, 0.65, -6.82)
C (10.42, -0.42, -6.48)
C (9.92, -0.52, -5.19)
H (9.84, 0.36, -3.23)
H (11.31, 2.25, -3.84)
H (12.21, 2.43, -6.13)
H (11.63, 0.73, -7.82)
H (10.16, -1.16, -7.22)
H (9.28, -1.35, -4.93)
C (1.26, 4.19, 2.67)
C (2.42, 3.73, 2.08)
C (3.66, 4.19, 2.53)
C (3.72, 5.11, 3.57)
C (2.55, 5.56, 4.16)
C (1.32, 5.11, 3.72)
H (0.29, 3.83, 2.33)
H (2.38, 3.01, 1.27)
H (4.57, 3.83, 2.06)
H (4.68, 5.47, 3.92)
H (2.60, 6.28, 4.97)
H (0.41, 5.46, 4.18)
C (-14.86, -1.28, -2.22)
C (-15.30, -2.09, -1.18)
C (-16.65, -2.16, -0.88)
C (-17.56, -1.43, -1.62)
C (-17.13, -0.62, -2.66)
C (-15.78, -0.54, -2.96)
H (-13.80, -1.22, -2.45)
H (-14.58, -2.67, -0.61)
H (-16.99, -2.79, -0.07)
H (-18.62, -1.49, -1.39)
H (-17.84, -0.05, -3.24)
H (-15.43, 0.09, -3.77)
C (-1.19, 0.78, 5.28)
C (0.01, 1.14, 4.68)
C (0.92, 1.91, 5.38)
C (0.64, 2.32, 6.67)
C (-0.56, 1.96, 7.27)
C (-1.48, 1.19, 6.57)
H (-1.91, 0.18, 4.73)
H (0.23, 0.82, 3.67)
H (1.86, 2.20, 4.91)
H (1.36, 2.92, 7.22)
H (-0.78, 2.27, 8.28)
H (-2.41, 0.91, 7.04)

No. 3
Formula: C63H73F3IN3O2
Source: the OMol25 dataset
Level of theory: ωB97M-V/def2-TZVPD

Values from the calculation:
- maximum force (eV/A) = 2.19
- E_HOMO (eV) = -8.295
- LUMO energy (eV) = -0.613

Atoms and positions in Å:
C (2.90, -2.77, 0.98)
C (2.71, -1.54, 0.06)
C (1.98, -1.87, -1.24)
C (1.61, -0.60, -2.08)
C (0.36, -0.92, -2.94)
C (-0.20, 0.32, -3.68)
C (-1.73, 0.24, -3.91)
C (-2.48, 0.04, -2.57)
C (-3.96, 0.51, -2.60)
C (-4.89, -0.34, -1.70)
C (-5.11, 0.31, -0.31)
C (-3.74, 0.36, 0.38)
C (-3.06, -0.89, 0.63)
C (-1.84, -0.93, 1.21)
C (-1.09, -2.22, 1.44)
C (-1.96, -3.41, 1.91)
C (-2.74, -4.08, 0.80)
F (-4.06, -4.37, 1.04)
C (-2.20, -4.40, -0.42)
F (-1.95, -3.43, -1.31)
F (-1.89, -5.61, -0.85)
C (-1.21, 0.30, 1.62)
N (0.01, 0.22, 2.23)
C (0.54, 1.36, 2.53)
O (1.79, 1.35, 3.12)
C (-0.11, 2.61, 2.25)
C (0.65, 3.90, 2.61)
C (1.84, 4.02, 1.60)
C (1.64, 5.26, 0.65)
C (0.78, 4.86, -0.58)
N (1.28, 5.45, -1.82)
C (1.60, 6.76, -1.95)
C (2.02, 7.01, -3.23)
C (1.96, 5.75, -3.92)
C (1.50, 4.84, -3.01)
N (-1.29, 2.74, 1.72)
C (-1.83, 1.52, 1.40)
C (-3.12, 1.51, 0.76)
C (-3.78, 2.86, 0.48)
C (-4.87, 3.22, 1.51)
O (-5.85, 3.83, 1.20)
I (-4.62, 2.69, 3.60)
H (2.00, -3.41, 1.04)
H (3.76, -3.38, 0.66)
H (3.13, -2.48, 2.02)
H (3.72, -1.19, -0.21)
H (2.22, -0.75, 0.66)
H (2.64, -2.54, -1.82)
H (1.03, -2.41, -1.07)
H (2.49, -0.38, -2.70)
H (1.40, 0.20, -1.35)
H (0.69, -1.66, -3.69)
H (-0.37, -1.40, -2.27)
H (0.32, 0.38, -4.65)
H (0.06, 1.24, -3.13)
H (-1.90, -0.59, -4.61)
H (-2.03, 1.18, -4.39)
H (-1.94, 0.63, -1.81)
H (-2.43, -1.03, -2.33)
H (-3.98, 1.58, -2.34)
H (-4.31, 0.44, -3.64)
H (-5.86, -0.44, -2.22)
H (-4.49, -1.36, -1.56)
H (-5.50, 1.32, -0.39)
H (-5.78, -0.34, 0.27)
H (-3.57, -1.78, 0.28)
H (-0.27, -2.12, 2.17)
H (-0.59, -2.55, 0.51)
H (-1.26, -4.18, 2.27)
H (-2.60, -3.18, 2.78)
H (1.65, 1.75, 3.99)
H (1.05, 3.75, 3.62)
H (-0.01, 4.76, 2.53)
H (1.84, 3.14, 0.93)
H (2.81, 4.03, 2.10)
H (2.63, 5.58, 0.31)
H (1.13, 6.02, 1.25)
H (-0.24, 5.27, -0.44)
H (0.68, 3.78, -0.71)
H (1.53, 7.46, -1.12)
H (2.33, 7.97, -3.62)
H (2.22, 5.56, -4.96)
H (1.34, 3.77, -3.17)
H (-4.28, 2.86, -0.49)
H (-3.06, 3.68, 0.46)
C (6.59, -3.00, 2.95)
C (7.81, -3.56, 2.59)
C (8.21, -4.76, 3.16)
C (7.40, -5.40, 4.09)
C (6.18, -4.84, 4.45)
C (5.78, -3.64, 3.88)
H (6.27, -2.07, 2.50)
H (8.44, -3.06, 1.87)
H (9.16, -5.20, 2.88)
H (7.71, -6.34, 4.53)
H (5.55, -5.33, 5.18)
H (4.83, -3.20, 4.16)
C (7.86, -6.58, -0.34)
C (6.96, -6.97, 0.64)
C (6.19, -8.12, 0.46)
C (6.33, -8.87, -0.70)
C (7.23, -8.47, -1.68)
C (7.99, -7.33, -1.50)
H (8.46, -5.69, -0.19)
H (6.85, -6.38, 1.54)
H (5.49, -8.42, 1.23)
H (5.74, -9.76, -0.84)
H (7.33, -9.05, -2.59)
H (8.70, -7.02, -2.27)
C (0.42, -8.83, -4.16)
C (-0.32, -7.98, -3.36)
C (0.29, -6.88, -2.77)
C (1.64, -6.64, -2.98)
C (2.38, -7.50, -3.78)
C (1.77, -8.60, -4.37)
H (-0.06, -9.69, -4.63)
H (-1.37, -8.17, -3.19)
H (-0.29, -6.21, -2.14)
H (2.12, -5.78, -2.52)
H (3.44, -7.32, -3.94)
H (2.35, -9.27, -5.00)
C (-0.46, 11.49, 1.82)
C (-0.42, 12.17, 0.61)
C (-0.55, 11.47, -0.58)
C (-0.72, 10.09, -0.56)
C (-0.76, 9.41, 0.65)
C (-0.63, 10.12, 1.84)
H (-0.36, 12.04, 2.75)
H (-0.28, 13.24, 0.59)
H (-0.52, 11.99, -1.53)
H (-0.83, 9.54, -1.49)
H (-0.89, 8.34, 0.67)
H (-0.65, 9.59, 2.79)
C (-8.92, 1.61, 3.09)
C (-8.49, 2.85, 2.65)
C (-9.42, 3.81, 2.28)
C (-10.78, 3.53, 2.34)
C (-11.20, 2.28, 2.77)
C (-10.28, 1.32, 3.15)
H (-8.19, 0.86, 3.39)
H (-7.43, 3.07, 2.60)
H (-9.08, 4.78, 1.93)
H (-11.50, 4.28, 2.05)
H (-12.26, 2.05, 2.82)
H (-10.61, 0.34, 3.49)